[1]
DFT (ωB97M-V with the def2-TZVPD basis set) results for a molecular structure, C44H58ClF6I2N4O7SSiTl at a distorted geometry.

Geometry (Å):
1 Tl -0.381 0.509 -0.203
2 I -2.236 -1.252 -2.010
3 I -3.299 -0.361 -4.508
4 Cl 5.741 -4.306 -0.826
5 S -2.478 -1.884 0.790
6 Si 1.678 -2.605 -1.922
7 F -3.826 2.144 3.930
8 F -4.296 0.327 2.889
9 F 0.243 1.634 3.426
10 F -1.330 2.881 4.159
11 F -3.572 2.029 1.799
12 F -0.967 2.729 2.051
13 O -1.428 -2.190 -0.274
14 O 2.164 1.300 -1.624
15 O 3.934 4.036 -0.789
16 O -1.773 2.931 -0.881
17 O 1.447 -1.101 2.863
18 O 1.322 -1.227 -1.300
19 O -1.682 0.050 2.022
20 N 3.608 2.503 1.919
21 N 2.463 0.696 2.153
22 N 3.890 2.037 3.138
23 N 1.598 -0.359 1.896
24 C -5.513 -1.158 0.197
25 C 4.940 -1.025 -3.944
26 C 4.218 3.732 1.496
27 C -5.134 -2.431 0.948
28 C -1.773 -2.793 2.199
29 C -0.105 -3.113 -4.161
30 C 6.740 -0.462 -0.832
31 C 2.748 1.703 1.302
32 C 6.326 1.473 0.712
33 C -0.445 -4.505 -2.253
34 C 3.939 -1.297 -3.030
35 C 2.806 -4.736 1.487
36 C 3.196 0.953 3.286
37 C -1.899 -4.706 -4.150
38 C -1.974 0.781 3.095
39 C 2.609 -5.240 -1.222
40 C 5.916 -2.655 -0.370
41 C 3.235 -3.165 -4.331
42 C 3.050 -6.233 -0.366
43 C -1.042 -4.060 1.794
44 C -0.292 -4.653 2.980
45 C 5.391 -2.211 0.832
46 C -1.187 -3.709 -4.790
47 C 5.429 2.266 -0.250
48 C 3.149 -5.983 0.993
49 C -3.416 1.337 2.941
50 C 6.741 4.821 -1.275
51 C 0.272 -3.507 -2.889
52 C 5.541 -0.883 1.189
53 C -1.885 0.055 4.456
54 C 4.245 -2.910 -5.243
55 C 6.074 4.797 0.106
56 C 6.597 -1.784 -1.207
57 C 2.365 -3.746 0.622
58 C 4.958 3.684 0.134
59 C 3.069 -2.358 -3.218
60 C 5.412 6.164 0.333
61 C -1.028 2.010 3.187
62 C 7.175 4.623 1.156
63 C 5.097 -1.836 -5.053
64 C -3.857 -3.065 0.410
65 C -1.526 -5.103 -2.878
66 C 2.264 -3.982 -0.741
67 C 6.213 0.010 0.366
68 H 7.429 5.660 -1.330
69 H -2.603 -2.975 2.880
70 H 5.590 -0.172 -3.796
71 H -2.736 -5.179 -4.642
72 H 7.314 3.917 -1.459
73 H -2.059 0.752 5.274
74 H -1.303 3.739 -0.672
75 H -2.071 -5.885 -2.367
76 H 7.832 5.488 1.107
77 H 2.379 1.801 0.296
78 H -0.323 -3.807 1.011
79 H -0.161 -4.822 -1.260
80 H 2.883 -4.537 2.549
81 H 2.530 -5.449 -2.279
82 H 4.155 3.716 -1.668
83 H -2.594 2.946 -0.383
84 H 3.834 -0.672 -2.157
85 H -0.983 -4.903 3.784
86 H 0.435 -2.329 -4.669
87 H 6.998 -2.141 -2.141
88 H 3.194 0.333 4.159
89 H -5.605 -1.344 -0.872
90 H -4.768 -0.381 0.351
91 H -6.464 -0.780 0.565
92 H 4.880 4.018 2.310
93 H 7.777 3.741 0.971
94 H 1.823 1.594 -2.472
95 H 2.566 -3.995 -4.504
96 H 2.014 0.328 -1.606
97 H 6.042 1.636 1.751
98 H 6.005 4.948 -2.063
99 H 5.144 -0.546 2.137
100 H 0.432 -3.934 3.355
101 H -5.952 -3.152 0.870
102 H -2.625 -0.740 4.492
103 H 2.095 -2.774 1.005
104 H 6.127 6.955 0.126
105 H -1.076 -2.089 2.651
106 H 7.275 0.214 -1.483
107 H 4.524 1.678 -0.428
108 H 6.789 4.570 2.169
109 H -3.666 -4.034 0.862
110 H 5.078 6.282 1.360
111 H 3.440 4.492 1.381
112 H 4.863 -2.898 1.474
113 H 3.493 -6.758 1.665
114 H -3.918 -3.183 -0.670
115 H 7.366 1.779 0.597
116 H 5.932 2.332 -1.215
117 H 0.235 -5.557 2.681
118 H -1.481 -3.381 -5.775
119 H -0.896 -0.389 4.548
120 H 5.881 -1.632 -5.767
121 H -4.999 -2.187 2.006
122 H -1.736 -4.809 1.398
123 H 3.323 -7.201 -0.760
124 H 4.562 6.292 -0.330
125 H 4.358 -3.542 -6.112

Forces on atoms 1 to 3 (eV/Å):
0.1898 0.1788 -0.0568
-0.8873 0.5474 -3.1014
0.0936 0.1123 0.4026

charge	0
Kohn-Sham gap	4.8	eV

These are the Mulliken partial charges, in e, on atoms 1 to 4: atom 1 (Tl): 1.1200, atom 2 (I): 0.1227, atom 3 (I): -0.4170, atom 4 (Cl): -0.1781

***

[2]
DFT (ωB97M-V with the def2-TZVPD basis set) results for a molecular structure, C4H9N2O at a distorted geometry.

Geometry (Å):
1 O 0.210 -1.906 -0.512
2 N -0.943 1.833 0.194
3 N -0.119 2.126 0.947
4 C -1.099 -2.418 -0.257
5 C -0.451 0.447 -1.052
6 C 0.425 -0.708 -0.900
7 C 1.153 2.018 1.350
8 H -1.561 0.259 -1.163
9 H 1.175 1.790 2.435
10 H 1.669 2.927 1.193
11 H -1.555 -2.389 -1.208
12 H -1.583 -2.075 0.533
13 H 1.589 1.216 0.643
14 H 1.480 -0.617 -0.927
15 H -0.096 1.059 -1.894
16 H -0.942 -3.471 -0.130

Forces on atoms 1 to 3 (eV/Å):
-0.6534 -1.2148 1.4488
1.0180 -0.5088 0.0321
-4.5646 1.5434 -0.2910

2S+1	3
charge	+1
Kohn-Sham gap (alpha / beta)	7.2 / 9.3	eV

These are the Mulliken partial charges, in e, on atoms 1 to 4: atom 1 (O): -0.2484, atom 2 (N): -0.2690, atom 3 (N): 0.2587, atom 4 (C): -0.8926